Here is a cluster of 3 separate species, C5H12O3 in total in a non-equilibrium geometry from the OMol25 dataset. Energies are from the ωB97M-V functional and the def2-TZVPD basis.

Summary:
Largest force on an atom in eV/Å: 3.25
SMILES string: C=C/C(O)=C/C.O.O
ΔE to the lowest compared entry with this formula, charge and spin in eV: 1.926
E_HOMO in eV: -8.1
Molecular weight in g mol⁻¹: 120.15
E_LUMO in eV: 0.660

Structure (XYZ):
```
20
Properties=species:S:1:pos:R:3:mulliken_charge:R:1
C -1.3176 -2.3900 0.1196 -0.754
C -0.5964 -1.6224 0.9751 -0.330
C 0.3069 -0.5874 0.5174 0.705
O 0.6843 -0.5399 -0.7892 -0.546
C 0.9625 0.0699 1.5056 -0.195
C 2.0694 1.0713 1.1918 -1.173
H -0.9779 -2.5760 -0.8913 0.296
H -2.1834 -2.9387 0.4566 0.234
H -0.8481 -1.7572 2.0166 0.242
H -0.1444 -0.5577 -1.3385 0.289
H 0.6576 -0.0109 2.5354 0.338
H 2.7118 1.1224 2.0773 0.391
H 1.6224 2.0431 0.9779 0.187
H 2.7381 0.7348 0.4036 0.308
O -0.3203 2.3392 -1.2165 -0.689
H 0.0686 2.9753 -0.6175 0.322
H 0.2918 1.5856 -1.1137 0.383
O -1.7836 0.0730 -2.0080 -0.632
H -1.6367 1.0300 -1.9825 0.345
H -2.3048 -0.0642 -2.8198 0.279
```

Here is a cluster of 2 separate species, C5H12O3 in total in a non-equilibrium geometry from the OMol25 dataset. Energies are from the ωB97M-V functional and the def2-TZVPD basis.

Summary:
Largest force on an atom in eV/Å: 5.66
SMILES string: O=CCCCCO.O
ΔE to the lowest compared entry with this formula, charge and spin in eV: 3.117
E_HOMO in eV: -10.1
Molecular weight in g mol⁻¹: 120.15
E_LUMO in eV: 0.413

Structure (XYZ):
```
20
Properties=species:S:1:pos:R:3:mulliken_charge:R:1
O -0.5870 4.3063 -0.2783 -0.379
C -0.4371 3.2508 -0.6969 -0.068
C -0.6143 2.0618 0.1775 -0.287
C -0.3851 0.6944 -0.4802 -0.973
C 0.8748 -0.1875 -0.3719 -0.280
C 1.0353 -1.0209 0.8355 -0.560
O -0.0672 -1.8523 1.1425 -0.613
H 0.0224 3.0382 -1.7568 0.251
H -0.0676 2.1020 1.0958 0.377
H -1.7237 2.0536 0.4129 0.233
H -1.3024 0.0146 -0.1820 0.300
H -0.6494 0.9426 -1.5617 0.396
H 1.2773 -0.7447 -1.2788 0.382
H 1.8626 0.3681 -0.4032 0.300
H 1.8566 -1.8360 0.7090 0.320
H 1.1487 -0.4220 1.8047 0.261
H -0.7982 -1.2309 1.5689 0.316
O -0.2540 -4.1130 -0.2493 -0.677
H -1.0788 -4.0291 -0.8255 0.294
H -0.1127 -3.3961 0.3379 0.406
```

Here is an isolated molecule of C5H12O3 from the OMol25 dataset. Energies are from the ωB97M-V functional and the def2-TZVPD basis.

Summary:
Largest force on an atom in eV/Å: 0.97
SMILES string: C[C@@](O)(CO)CCO
ΔE to the lowest compared entry with this formula, charge and spin in eV: 1.053
E_HOMO in eV: -9.7
Molecular weight in g mol⁻¹: 120.15
E_LUMO in eV: 0.565

Structure (XYZ):
```
20
Properties=species:S:1:pos:R:3:mulliken_charge:R:1
C -1.0734 0.9299 0.5060 -1.836
C 0.1307 0.2853 -0.1847 1.830
O -0.2407 0.0418 -1.5540 -0.686
C 1.3516 1.2325 -0.1896 -1.071
O 1.0154 2.4767 -0.8042 -0.545
C 0.5339 -1.0593 0.4456 -1.002
C -0.5347 -2.1568 0.4886 -0.594
O -1.4328 -2.1464 -0.6084 -0.567
H -1.9476 0.2709 0.4877 0.383
H -0.8510 1.1850 1.5463 0.352
H -1.3855 1.8415 -0.0172 0.427
H -0.1651 0.9079 -2.0062 0.388
H 2.1605 0.8018 -0.7902 0.376
H 1.7316 1.4214 0.8199 0.394
H 0.6757 3.0631 -0.1030 0.332
H 0.9137 -0.9051 1.4638 0.377
H 1.3733 -1.4621 -0.1375 0.401
H -1.1225 -2.0787 1.4087 0.273
H -0.0445 -3.1364 0.5028 0.324
H -1.0886 -1.5131 -1.2745 0.443
```

Here is a structure of composition C5H12O4 in a non-equilibrium geometry from the OMol25 dataset. Energies are from the ωB97M-V functional and the def2-TZVPD basis.

Summary:
Largest force on an atom in eV/Å: 6.12
ΔE to the lowest compared entry with this formula, charge and spin in eV: 3.918
E_HOMO in eV: -9.4
Molecular weight in g mol⁻¹: 136.15
E_LUMO in eV: 0.537

Structure (XYZ):
```
21
Properties=species:S:1:pos:R:3:mulliken_charge:R:1
C -2.7572 -0.2512 -0.1065 -1.759
C -0.0905 1.6359 0.8807 -1.272
C 2.4300 -0.7777 -1.2403 -0.679
C -1.2835 -0.5730 -0.0332 1.082
C -0.3428 0.6839 -0.1814 0.919
O -0.9663 -1.3206 -1.2166 -0.834
O -0.9929 -1.1041 1.2038 -0.561
O -0.0230 0.8891 -1.3376 -0.613
O 1.4192 -1.2832 -0.1805 -0.578
H -3.2276 -1.1073 -0.0566 0.482
H -2.8131 0.3613 -0.9913 0.373
H -3.1107 0.3324 0.6816 0.422
H 0.7454 1.1683 1.5215 0.255
H 0.3502 2.6836 0.6944 0.336
H -0.9466 1.8158 1.5738 0.293
H 2.3846 0.3077 -1.2869 0.269
H 2.3678 -1.2003 -2.2637 0.281
H 3.4682 -1.0307 -0.8533 0.248
H 0.7315 -1.8190 -0.7864 0.420
H -0.1254 -1.5856 1.1221 0.456
H -0.4724 -0.7689 -2.2189 0.458
```

Here is a cluster of 2 separate species, C5H12OS in total in a non-equilibrium geometry from the OMol25 dataset. Energies are from the ωB97M-V functional and the def2-TZVPD basis.

Summary:
Largest force on an atom in eV/Å: 4.11
ΔE to the lowest compared entry with this formula, charge and spin in eV: 4.403
E_HOMO in eV: -8.0
Molecular weight in g mol⁻¹: 120.22
E_LUMO in eV: 0.491

Structure (XYZ):
```
19
Properties=species:S:1:pos:R:3:mulliken_charge:R:1
C -1.5057 -0.7181 0.1287 -1.453
C 0.5080 -0.1458 1.5235 -1.903
C -0.5710 1.6136 0.0338 -1.845
C 0.7769 -0.3776 -0.8685 -0.457
C -0.2242 0.1302 0.2194 2.001
O 1.9600 0.2842 -1.0640 -0.414
S 0.9539 -2.1492 -1.0515 -0.146
H -1.6583 -1.1160 -0.9069 0.347
H -2.5502 -0.1737 0.5377 0.271
H -1.4604 -1.6205 0.8172 0.384
H 1.2084 0.6353 1.7876 0.385
H 1.0453 -1.0623 1.4676 0.476
H -0.1251 -0.3774 2.2934 0.521
H -0.3699 1.8601 -1.0013 0.374
H -1.4768 1.9379 0.3427 0.468
H 0.1082 2.1785 0.6405 0.426
H -0.5159 0.0869 -2.3084 0.086
H 1.7724 1.2329 -1.1419 0.346
H 2.1244 -2.2190 -1.4497 0.133
```

Here is an isolated molecule of C5H12OS2 in a non-equilibrium geometry from the OMol25 dataset. Energies are from the ωB97M-V functional and the def2-TZVPD basis.

Summary:
Largest force on an atom in eV/Å: 1.49
SMILES string: CCSSCCCO
ΔE to the lowest compared entry with this formula, charge and spin in eV: 0.898
E_HOMO in eV: -8.7
Molecular weight in g mol⁻¹: 152.28
E_LUMO in eV: 0.890

Structure (XYZ):
```
20
Properties=species:S:1:pos:R:3:mulliken_charge:R:1
C 0.2853 -0.1481 -3.9579 -1.042
C 0.2269 0.9719 -2.8954 -0.405
S -1.3035 0.7922 -1.9061 -0.136
S -0.8937 0.9853 0.0666 -0.111
C -0.3084 -0.5892 0.8082 -0.594
C 0.5030 -0.1684 2.0458 -0.627
C -0.3560 0.1304 3.2868 -0.353
O 0.0970 -0.6445 4.4158 -0.543
H -0.0144 0.2044 -4.9313 0.304
H -0.3151 -1.0317 -3.7537 0.318
H 1.2947 -0.5414 -4.0147 0.306
H 1.1750 1.0002 -2.3592 0.308
H 0.1026 1.9297 -3.3782 0.342
H 0.1822 -1.3193 0.1680 0.395
H -1.2399 -1.0014 1.1969 0.333
H 1.0584 0.7579 1.8238 0.293
H 1.2823 -0.8762 2.3430 0.374
H -0.0977 1.1208 3.6349 0.224
H -1.4060 -0.0302 3.0219 0.326
H -0.2727 -1.5425 4.3850 0.287
```

> Among the records above, which one has the highest largest force on an atom?

C5H12O4

Copy entry 3 word for word.
Here is an isolated molecule of C5H12O3 from the OMol25 dataset. Energies are from the ωB97M-V functional and the def2-TZVPD basis.

Summary:
Largest force on an atom in eV/Å: 0.97
SMILES string: C[C@@](O)(CO)CCO
ΔE to the lowest compared entry with this formula, charge and spin in eV: 1.053
E_HOMO in eV: -9.7
Molecular weight in g mol⁻¹: 120.15
E_LUMO in eV: 0.565

Structure (XYZ):
```
20
Properties=species:S:1:pos:R:3:mulliken_charge:R:1
C -1.0734 0.9299 0.5060 -1.836
C 0.1307 0.2853 -0.1847 1.830
O -0.2407 0.0418 -1.5540 -0.686
C 1.3516 1.2325 -0.1896 -1.071
O 1.0154 2.4767 -0.8042 -0.545
C 0.5339 -1.0593 0.4456 -1.002
C -0.5347 -2.1568 0.4886 -0.594
O -1.4328 -2.1464 -0.6084 -0.567
H -1.9476 0.2709 0.4877 0.383
H -0.8510 1.1850 1.5463 0.352
H -1.3855 1.8415 -0.0172 0.427
H -0.1651 0.9079 -2.0062 0.388
H 2.1605 0.8018 -0.7902 0.376
H 1.7316 1.4214 0.8199 0.394
H 0.6757 3.0631 -0.1030 0.332
H 0.9137 -0.9051 1.4638 0.377
H 1.3733 -1.4621 -0.1375 0.401
H -1.1225 -2.0787 1.4087 0.273
H -0.0445 -3.1364 0.5028 0.324
H -1.0886 -1.5131 -1.2745 0.443
```

> ΔE to the lowest compared entry with this formula, charge and spin of number 5 (C5H12OS)?

4.403 eV